[1]
# C17H48O7

A 7-piece molecular cluster, C17H48O7 overall at a distorted geometry (ωB97M-V/def2-TZVPD, the Open Molecules 2025 dataset).

Its SMILES is CC(C)O.CC(C)O.CC(C)O.CC(C)O.CC(C)O.CO.CO. Its spin multiplicity is 1. For the HOMO-LUMO gap, the calculation gives 10.4 eV. The calculation puts the relative energy (zero: lowest compared OMol25 entry of this formula, charge and spin) at 1.4797 eV. The value obtained for the electronic energy is -32737.7259 eV.

Positions of all 72 atoms, in Å:
O1 -0.1185 -0.4269 0.4491
O2 -2.8928 -1.2530 4.2685
O3 -1.9695 -1.1115 -1.9176
O4 -3.0285 0.1688 1.4142
O5 3.2183 -1.3426 -2.1953
O6 2.3920 3.8139 -3.1613
O7 3.2057 1.1316 -3.3803
C1 2.3736 -2.7390 -0.4448
C2 -3.9847 -2.4571 -2.4638
C3 -0.5548 -1.1949 4.4260
C4 -1.8139 -2.1234 4.6230
C5 -1.7371 -3.3851 3.7434
C6 -2.6413 -2.8206 -0.2764
C7 3.0692 0.5315 -4.7001
C8 2.8875 4.4586 -2.0280
C9 2.8862 3.7232 -0.6855
C10 -5.0755 1.4571 1.8102
C11 -3.1308 -1.8154 -1.3486
C12 0.5641 0.5161 -0.3231
C13 -2.7820 2.2013 2.6367
C14 4.2315 5.0593 -2.3989
C15 3.6241 -2.0676 -1.0239
C16 -3.5552 1.5014 1.5051
C17 4.3781 -1.1081 -0.1047
H1 -5.6405 2.1254 1.1525
H2 -4.9497 -2.8342 -2.0928
H3 4.9702 4.2326 -2.6454
H4 -3.6925 -1.0010 -0.8198
H5 -3.6350 -1.8275 4.0372
H6 2.3619 1.0750 -5.3355
H7 -2.5376 -4.0794 3.9358
H8 2.7908 -0.4907 -4.5847
H9 -1.7746 -3.0112 2.6585
H10 -3.5081 2.0069 0.5209
H11 -3.1716 3.2289 2.7899
H12 3.7528 3.0406 -0.7200
H13 0.3588 -1.6787 4.6715
H14 -3.3782 -2.9361 0.4650
H15 4.0709 0.5325 -5.1463
H16 3.1061 4.3889 0.1487
H17 1.6635 -2.9639 -1.2326
H18 2.5355 -3.5898 0.2594
H19 -2.8105 1.6490 3.5182
H20 2.4466 0.7785 -2.9250
H21 1.8945 -2.0149 0.2261
H22 4.0043 5.6242 -3.3095
H23 -1.8235 -2.4093 5.6433
H24 -0.7581 -3.9327 3.7985
H25 2.8670 3.0074 -3.2661
H26 0.7785 1.4685 0.1353
H27 3.6396 -0.2791 0.1274
H28 -5.3746 0.4154 1.6216
H29 -3.4903 -3.2857 -3.0449
H30 -5.3147 1.7555 2.8447
H31 -4.1726 -1.6685 -3.1629
H32 4.3045 -2.8305 -1.3856
H33 -3.0000 -0.2103 2.3024
H34 5.2862 -0.6179 -0.5244
H35 -0.7547 -0.2911 4.9838
H36 -1.5629 -1.7150 -2.5242
H37 1.4557 0.0051 -0.7143
H38 1.9051 3.1365 -0.5743
H39 3.6878 -0.5017 -2.2036
H40 0.0632 0.7962 -1.2262
H41 2.2152 5.2765 -1.7283
H42 -0.5356 -0.9497 3.3918
H43 -1.0685 -0.2474 0.3358
H44 -1.7353 -2.4110 0.2397
H45 4.5973 5.6437 -1.5752
H46 -1.7637 2.3069 2.2868
H47 -2.4282 -3.8628 -0.6394
H48 4.5789 -1.5716 0.8621

Here are the Löwdin charges for atoms 1 to 8, given in e:
1 O -0.129
2 O -0.069
3 O -0.068
4 O -0.085
5 O -0.087
6 O -0.033
7 O -0.151
8 C -0.044

[2]
# C17H49Be2N3O10

C17H49Be2N3O10 as an isolated structure at a distorted geometry (ωB97M-V/def2-TZVPD, the Open Molecules 2025 dataset).

As for the net charge: +2. Its spin multiplicity is 1. For the HOMO-LUMO gap, the calculation gives 1.3 eV. The calculation puts the relative energy (zero: lowest compared OMol25 entry of this formula, charge and spin) at 15.3481 eV. The value obtained for the electronic energy is -44135.1806 eV.

Positions of all 81 atoms, in Å:
O1 8.6791 -1.2000 1.3862
O2 -0.2333 0.6391 -0.8636
O3 -2.8878 3.3037 -6.3038
O4 -5.3136 0.9896 5.1688
O5 0.0714 0.4752 1.2152
O6 -2.5316 6.0401 0.9506
O7 0.3688 -3.1634 5.9788
O8 -1.8704 0.8951 0.3066
O9 1.8130 4.1294 5.4672
O10 -3.1564 -4.9315 -2.9332
N1 -4.9121 4.0936 -4.5632
N2 6.6648 -1.8697 3.2774
N3 -1.7011 -4.4284 -5.2202
C1 -4.5740 1.2580 6.4495
C2 9.7417 -1.6292 0.6041
C3 -4.8961 4.7560 -5.8365
C4 8.9610 -1.5134 2.7880
C5 -3.4134 4.6467 -6.3563
C6 -3.4806 -5.1181 -1.5074
C7 7.8268 -1.0330 3.6369
C8 -0.6657 0.6417 0.2649
C9 8.0846 -1.3540 5.1396
C10 1.3968 4.0499 6.8098
C11 -2.3557 -5.6656 -5.0586
C12 -2.6258 -6.0113 -3.5908
C13 -2.7938 6.2991 2.2541
C14 -5.4585 6.1444 -5.7460
C15 -0.1842 -4.4434 5.8704
C16 -1.5309 -6.7316 -5.6949
C17 -1.5930 3.2226 -6.8147
Be1 4.3149 -0.4923 -0.4592
Be2 -3.7586 -0.4193 -3.8930
H1 -1.0662 -6.4480 -6.6392
H2 9.1664 -2.5711 2.9531
H3 -2.2747 -7.4407 -6.0583
H4 10.6351 -1.2119 1.0687
H5 -1.5256 -4.4133 -6.2147
H6 9.7769 -1.1344 -0.3665
H7 -4.6989 1.1733 4.4546
H8 9.9260 -1.0762 3.0444
H9 1.4350 3.1006 7.3442
H10 -0.9077 -7.2763 -4.9856
H11 0.2207 -4.9453 6.7492
H12 -4.5240 4.7574 -3.9083
H13 -0.7747 -4.5928 -4.8530
H14 -1.0574 4.1202 -6.5057
H15 -2.6281 5.0994 0.7852
H16 -0.9994 2.4921 -6.2651
H17 -2.4863 -4.9246 -1.1048
H18 -2.7691 5.3438 -5.8205
H19 0.3418 -4.9932 5.0900
H20 -6.5426 6.0503 -5.6833
H21 5.9052 -1.6771 3.9146
H22 -3.4941 4.9112 -7.4106
H23 -4.1191 2.2482 6.4734
H24 -5.8525 4.0672 -4.1958
H25 -3.3433 -6.8289 -3.5211
H26 0.0812 -2.5496 5.2990
H27 -5.5341 4.1031 -6.4320
H28 8.1670 -2.4357 5.2451
H29 -4.0338 -6.0265 -1.2686
H30 -2.4609 5.4858 2.8990
H31 -2.1490 7.1567 2.4463
H32 7.7849 0.0546 3.5786
H33 -1.2713 -4.5218 5.8844
H34 1.3959 3.4643 4.9145
H35 -1.7409 -6.4875 -3.1685
H36 0.4040 4.4484 7.0188
H37 1.9891 4.7934 7.3432
H38 -3.2980 -5.5632 -5.5968
H39 9.1330 -1.1746 5.3777
H40 -1.4638 3.0599 -7.8848
H41 -3.8704 0.4412 6.6106
H42 6.7958 -2.8712 3.2814
H43 -3.8260 6.6396 2.3368
H44 -4.0888 -4.2556 -1.2347
H45 -5.1473 1.2473 7.3766
H46 -5.2127 6.7173 -6.6402
H47 9.8287 -2.7016 0.4295
H48 7.3779 -1.0440 5.9094
H49 -5.1902 6.6092 -4.7973

Here are the Löwdin charges for atoms 1 to 8, given in e:
1 O -0.169
2 O 0.330
3 O -0.190
4 O -0.142
5 O 0.293
6 O -0.116
7 O -0.124
8 O 0.325

[3]
# C17H49N5O8

A 6-piece molecular cluster, C17H49N5O8 overall at a distorted geometry (ωB97M-V/def2-TZVPD, the Open Molecules 2025 dataset).

Its SMILES is COC[C@H](C)N.COC[C@H](C)N.COC[C@H](C)N.NC(N)=O.OCCO.OCCO. Its spin multiplicity is 1. For the HOMO-LUMO gap, the calculation gives 9.6 eV. The calculation puts the relative energy (zero: lowest compared OMol25 entry of this formula, charge and spin) at 0.1156 eV. The value obtained for the electronic energy is -42252.4507 eV.

Positions of all 79 atoms, in Å:
O1 -0.2293 -3.4433 2.8790
O2 -5.5172 1.2309 0.6328
O3 -0.8367 -1.4742 0.3225
O4 -0.6006 6.5441 0.9474
O5 0.0367 1.5707 -1.4932
O6 1.5117 4.0158 -0.6043
O7 4.1917 -0.0719 -0.9019
O8 0.3805 0.5486 -6.1947
N1 6.8229 0.8366 0.1795
N2 0.5120 -0.1191 -4.0151
N3 -2.2699 -4.6297 1.3977
N4 0.1999 2.0996 -4.5318
N5 -3.2751 -0.4864 1.3027
C1 0.3517 0.8234 -5.0010
C2 4.4923 1.2515 -0.5359
C3 0.0595 5.2808 0.8372
C4 -4.2206 -0.7631 0.2121
C5 -0.8324 0.6794 -0.7965
C6 0.8470 5.2465 -0.4655
C7 -1.2709 -5.4362 2.1224
C8 5.4611 1.2260 0.6163
C9 -4.1894 -2.2632 -0.0896
C10 -0.0857 -0.3165 0.0886
C11 -1.0575 -6.7768 1.4572
C12 -5.1553 2.0123 -0.4764
C13 5.4780 2.5756 1.3554
C14 3.3749 -0.1165 -2.0388
C15 0.9173 -2.6981 3.1806
C16 0.0358 -4.6990 2.3149
C17 -5.6003 -0.1821 0.3693
H1 0.1094 2.2504 -3.5410
H2 -3.3142 -1.1661 2.0638
H3 -4.1364 1.8092 -0.8273
H4 0.2218 0.1597 1.0335
H5 2.4206 0.3954 -1.8813
H6 0.5811 -1.6863 3.4094
H7 0.8423 -0.5717 -0.4295
H8 0.4520 -1.0684 -4.3296
H9 0.7819 5.2264 1.6575
H10 -4.7841 -2.5298 -0.9661
H11 -1.6454 1.1903 -0.2703
H12 0.1056 5.4223 -1.2604
H13 -6.1771 -0.2850 -0.5588
H14 0.3069 2.2190 -0.8283
H15 5.0970 0.5053 1.3541
H16 -0.0329 2.8132 -5.1949
H17 -0.2199 -7.2864 1.9337
H18 4.9992 1.7821 -1.3601
H19 2.4597 4.1583 -0.6134
H20 -1.9368 -7.4187 1.4904
H21 -1.3450 0.0834 -1.5604
H22 -0.6962 4.4946 0.7739
H23 1.3741 -3.0971 4.0955
H24 3.5669 1.7735 -0.2625
H25 -6.1994 -0.5710 1.1927
H26 4.4640 2.9777 1.4470
H27 5.8762 2.5096 2.3679
H28 7.1713 1.6795 -0.2769
H29 -3.1896 -2.5770 -0.3956
H30 1.5218 6.0976 -0.5937
H31 3.8906 0.2856 -2.9219
H32 -1.6662 -1.1971 0.7646
H33 -0.8981 -6.6077 0.3882
H34 0.6834 0.1618 -3.0673
H35 0.4804 -4.5693 1.3018
H36 7.3971 0.7481 1.0126
H37 -1.8020 -4.0884 0.6641
H38 0.8468 -5.2332 2.8320
H39 -1.7001 -5.5768 3.1233
H40 1.6396 -2.6500 2.3622
H41 -5.8703 1.8432 -1.2875
H42 6.1020 3.2923 0.8127
H43 -4.4687 -2.8276 0.8004
H44 3.1622 -1.1473 -2.3293
H45 -2.4441 -3.8525 2.0388
H46 -3.6637 0.3350 1.7772
H47 -3.8167 -0.3199 -0.7049
H48 -0.9346 6.5970 1.8464
H49 -5.1447 3.0510 -0.1535

Here are the Löwdin charges for atoms 1 to 8, given in e:
1 O -0.202
2 O -0.206
3 O -0.092
4 O -0.071
5 O -0.103
6 O -0.068
7 O -0.166
8 O 0.009

[4]
# C17H50O10S8

A 8-piece molecular cluster, C17H50O10S8 overall at a distorted geometry (ωB97M-V/def2-TZVPD, the Open Molecules 2025 dataset).

Its spin multiplicity is 1. For the HOMO-LUMO gap, the calculation gives 9.0 eV. The calculation puts the relative energy (zero: lowest compared OMol25 entry of this formula, charge and spin) at 3.2966 eV. The value obtained for the electronic energy is -125586.0983 eV.

Positions of all 85 atoms, in Å:
S1 -5.1582 6.9821 -12.5263
S2 -11.6370 5.4669 -5.6488
S3 0.0921 12.4764 -13.2702
S4 -4.0794 0.7271 -17.5530
S5 -6.5403 7.3994 -20.2442
S6 -7.2294 12.4871 -11.6071
S7 -12.6444 6.2364 -13.2797
S8 -2.8461 7.1593 -5.8814
O1 0.5059 12.9597 -14.6434
O2 -12.2894 6.2381 -11.7764
O3 -7.5987 13.8452 -11.1566
O4 -5.4484 8.6372 -20.0474
O5 -4.8991 8.4261 -12.8559
O6 -4.3564 1.4276 -16.2114
O7 -5.9070 6.0689 -20.4454
O8 -4.1079 6.6256 -6.5441
O9 -11.1516 4.0859 -5.2247
O10 -7.6233 7.6566 -19.2712
C1 -5.9772 9.8671 -19.6838
C2 -13.4253 4.6507 -13.6407
C3 -6.7741 6.6287 -11.6763
C4 -3.0852 8.9717 -6.2805
C5 -2.7999 1.8391 -18.3312
C6 -3.0307 -0.7452 -17.2705
C7 -7.1615 7.8048 -22.0149
C8 -5.5365 10.2992 -18.2422
C9 -8.8683 11.8564 -12.3300
C10 0.2796 10.6228 -13.2969
C11 -1.4195 6.8230 -7.0159
C12 -11.4691 6.7948 -4.3301
C13 -10.4474 6.2703 -6.7758
C14 -14.0672 7.3862 -13.2404
C15 -1.7152 12.3226 -13.4983
C16 -5.6032 6.2006 -14.0977
C17 -7.0374 11.5025 -10.0891
H1 -1.2643 5.7564 -6.8532
H2 -7.7028 8.7484 -21.9471
H3 -9.0404 12.2165 -13.3443
H4 -7.8552 11.7749 -9.4220
H5 -0.5956 7.5365 -7.0309
H6 -14.2018 4.8509 -14.3789
H7 -4.7689 5.7037 -14.5928
H8 -7.5878 7.3359 -11.8368
H9 -2.1842 11.8921 -12.6135
H10 -1.8557 6.7531 -8.0123
H11 -0.2025 10.0573 -14.0943
H12 -2.1249 13.3226 -13.6404
H13 -1.9654 11.8198 -14.4324
H14 -6.2241 6.7872 -14.7748
H15 -10.4453 5.8004 -7.7593
H16 -1.9331 2.0326 -17.6993
H17 -12.1711 6.7052 -3.5011
H18 -6.9695 10.4456 -10.3470
H19 -5.8620 11.2886 -17.9210
H20 -6.6423 6.5438 -10.5976
H21 -6.0002 9.6774 -17.4764
H22 -4.4565 10.2056 -18.1283
H23 -10.7235 7.3178 -6.8967
H24 -13.9268 8.3017 -13.8151
H25 -2.2993 9.6530 -5.9546
H26 -5.5159 10.4017 -20.5141
H27 -6.3076 7.9413 -22.6785
H28 -3.1545 2.8469 -18.5474
H29 -3.1042 -1.3811 -18.1527
H30 -7.0566 9.8230 -19.8293
H31 -7.1025 5.6119 -11.8918
H32 -9.5192 6.2524 -6.2047
H33 -10.5567 6.8829 -3.7403
H34 -2.4966 1.2588 -19.2026
H35 -3.4210 -1.2949 -16.4141
H36 1.3392 10.3888 -13.1946
H37 -0.1111 10.2632 -12.3450
H38 -9.1174 10.8010 -12.2195
H39 -14.0984 4.2260 -12.8959
H40 -3.1447 9.1456 -7.3549
H41 -1.9809 -0.4879 -17.1297
H42 -6.0438 11.7650 -9.7259
H43 -6.1013 5.2620 -13.8545
H44 -14.2114 7.6987 -12.2061
H45 -12.6466 3.9318 -13.8957
H46 -15.0101 6.9828 -13.6098
H47 -4.0043 9.2621 -5.7716
H48 -7.8907 7.0763 -22.3695
H49 -11.6308 7.7471 -4.8352
H50 -9.4823 12.5251 -11.7266

Here are the Löwdin charges for atoms 1 to 8, given in e:
1 S 0.833
2 S 0.830
3 S 0.846
4 S 0.841
5 S 0.735
6 S 0.798
7 S 0.851
8 S 0.836

- spin multiplicity of number 2 (C17H49Be2N3O10)?
  1

- Among the records above, which one has the highest electronic energy?
  C17H48O7

- Which formula does entry 2 have?
  C17H49Be2N3O10